[1]
Molecular formula: C42H105N7O14
Method: DFT, the ωB97M-V functional and the def2-TZVPD basis

Its total energy is -84335.1381 eV. Its total charge is -1. As for the energy above the lowest of the compared OMol25 structures with the same formula, charge and spin: 232.8 kJ/mol. Its multiplicity is 2.

XYZ file:
```
168
C42H105N7O14, DFT the ωB97M-V functional and the def2-TZVPD basis
C 21.4876 -21.2046 24.6880
O 20.8341 -19.9542 24.8747
C 19.8724 -19.5689 23.9819
C 20.4668 -18.5446 23.1852
N 19.2869 -18.0012 22.4071
C 19.7353 -16.9636 21.4850
C 18.6744 -16.3074 20.6509
O 18.4374 -17.2107 19.5455
C 17.1263 -17.1356 18.9612
H 22.2337 -21.1855 23.8937
H 20.7028 -21.9403 24.5120
H 22.0861 -21.6318 25.4926
H 19.1575 -19.2938 24.7574
H 19.4126 -20.3990 23.4457
H 21.2173 -18.9335 22.4971
H 20.9119 -17.6907 23.6960
H 19.0034 -18.8204 21.8887
H 20.6045 -17.2013 20.8717
H 20.0330 -16.1774 22.1788
H 19.0773 -15.3529 20.3124
H 17.8185 -16.0597 21.2787
H 16.4746 -17.7659 19.5663
H 17.1257 -17.4590 17.9203
H 16.7921 -16.1044 19.0759
C 16.3072 -30.6874 19.2414
O 15.1032 -31.1350 19.7734
C 14.7880 -31.1379 21.1469
C 13.2717 -31.3931 21.3023
N 12.5212 -30.4875 20.3530
C 12.3827 -29.2430 21.0171
C 11.5820 -28.2854 20.0863
O 10.2454 -28.6439 19.8174
C 9.6680 -27.6153 19.0319
H 17.0646 -31.1666 19.8617
H 16.5205 -29.6238 19.3480
H 16.4606 -30.9720 18.2005
H 15.1085 -30.1188 21.3630
H 15.3106 -31.9800 21.6008
H 12.9287 -31.3593 22.3364
H 13.0693 -32.4110 20.9692
H 13.0261 -30.3364 19.4914
H 13.2421 -28.6071 21.2294
H 11.7635 -29.3147 21.9113
H 12.1736 -28.1171 19.1864
H 11.6899 -27.2835 20.5018
H 9.4848 -26.7026 19.5989
H 8.6782 -27.8887 18.6664
H 10.2091 -27.5537 18.0876
C 23.5873 -22.5538 21.7118
O 24.1921 -21.5672 22.5631
C 25.0754 -20.7925 21.8907
C 26.5624 -21.3924 21.9832
N 27.5927 -20.9892 20.9321
C 29.0024 -21.2006 21.3752
C 30.1314 -20.8228 20.2891
O 30.4577 -19.4074 20.5753
C 31.7523 -19.0727 20.1719
H 23.0919 -21.9540 20.9484
H 22.8554 -23.1552 22.2511
H 24.2663 -23.3171 21.3316
H 25.0711 -19.7748 22.2812
H 24.7550 -20.5528 20.8768
H 26.7111 -22.4701 22.0519
H 26.8037 -20.9430 22.9465
H 27.4328 -20.0740 20.5360
H 29.0366 -22.2533 21.6560
H 29.2177 -20.5244 22.2026
H 29.8769 -20.9406 19.2358
H 30.8610 -21.5599 20.6243
H 31.8531 -19.1545 19.0897
H 32.4766 -19.7381 20.6418
H 31.9707 -18.0295 20.4000
C 20.1360 -25.1712 24.2988
O 20.6477 -25.3289 23.0048
C 20.6478 -26.6903 22.5454
C 20.9812 -26.7789 21.0704
N 21.2064 -28.2184 20.7965
C 20.0242 -28.8982 20.4658
C 20.1316 -30.3886 20.1952
O 20.5292 -31.1969 21.2758
C 20.7317 -32.5907 20.8923
H 20.9442 -25.3763 25.0008
H 19.3240 -25.8697 24.5011
H 19.7735 -24.1614 24.4907
H 19.7086 -27.1759 22.8100
H 21.3664 -27.2946 23.0992
H 21.9622 -26.3255 20.9279
H 20.2801 -26.3663 20.3449
H 21.8923 -28.3704 20.0709
H 19.5472 -28.5334 19.5561
H 19.3407 -28.7418 21.3003
H 20.7726 -30.6037 19.3403
H 19.1920 -30.6535 19.7103
H 21.2734 -33.1546 21.6518
H 21.3298 -32.4594 19.9906
H 19.7538 -32.9828 20.6129
C 14.4640 -25.7812 25.4702
O 13.1252 -25.3182 25.0700
C 12.2727 -25.0364 26.1821
C 11.1362 -24.1156 25.8764
N 10.2893 -23.7501 26.9860
C 9.5685 -24.9956 27.4632
C 8.1185 -24.5965 28.0552
O 7.4821 -23.9412 26.9891
C 6.1586 -24.2814 26.8317
H 15.2533 -25.0858 25.7560
H 14.6426 -26.4932 24.6644
H 14.3021 -26.4689 26.3002
H 12.8259 -24.4590 26.9228
H 11.9403 -25.9678 26.6405
H 10.5609 -24.4195 25.0018
H 11.5223 -23.1436 25.5695
H 9.5581 -23.1389 26.6515
H 10.1506 -25.4152 28.2836
H 9.4722 -25.7455 26.6780
H 8.2704 -23.7599 28.7373
H 7.6220 -25.4817 28.4526
H 6.0506 -25.2978 26.4528
H 5.5657 -23.7039 26.1224
H 5.7272 -24.2433 27.8320
C 27.9210 -21.3026 13.6189
O 28.2947 -20.9168 14.9096
C 28.8888 -19.5549 14.9980
C 28.4192 -18.9392 16.3259
N 27.0010 -18.4486 16.1037
C 26.6221 -17.4732 17.1530
C 26.3758 -17.9978 18.5797
O 25.7351 -19.2236 18.5474
C 24.3453 -19.0264 18.1495
H 27.4389 -22.2696 13.7622
H 28.7532 -21.4178 12.9244
H 27.1562 -20.7467 13.0764
H 28.6276 -18.9736 14.1137
H 29.9712 -19.4599 15.0844
H 29.0096 -18.0785 16.6402
H 28.5452 -19.7793 17.0088
H 26.3539 -19.1992 16.2987
H 25.7349 -17.1079 16.6358
H 27.3911 -16.7087 17.2633
H 25.8041 -17.1974 19.0494
H 27.3263 -18.2993 19.0200
H 24.1338 -19.4426 17.1645
H 23.9465 -18.0193 18.2710
H 23.8019 -19.7115 18.8003
C 20.7738 -20.2825 20.0191
O 20.5257 -21.5706 20.4833
C 19.1463 -21.9564 20.3876
C 19.1320 -23.4939 20.3390
N 17.8227 -23.9424 19.8258
C 16.6950 -23.7285 20.7362
C 16.7676 -24.7716 21.9442
O 16.9674 -26.0961 21.4343
C 16.5492 -27.1803 22.2033
H 21.6658 -19.8080 20.4281
H 19.9849 -19.5807 20.2895
H 20.8144 -20.2952 18.9299
H 18.8813 -21.6873 19.3652
H 18.4130 -21.5188 21.0651
H 19.3138 -23.8692 21.3461
H 19.8393 -23.8050 19.5702
H 17.9285 -24.8514 19.3982
H 15.7509 -23.9299 20.2300
H 16.5054 -22.7633 21.2059
H 15.8081 -24.8440 22.4563
H 17.6064 -24.4798 22.5762
H 15.4739 -27.2608 22.3623
H 16.9752 -27.2144 23.2060
H 16.8750 -28.1316 21.7825
```

Here are the Mulliken charges for atoms 1 to 8, given in e: -0.053, -0.325, -0.471, -0.079, -0.335, -0.476, -0.812, -0.167



[2]
Molecular formula: C18H50BN22O14
Method: DFT, the ωB97M-V functional and the def2-TZVPD basis

Its total energy is -81613.1632 eV. Its total charge is -1.

XYZ file:
```
105
C18H50BN22O14, DFT the ωB97M-V functional and the def2-TZVPD basis
C 5.9953 -0.9459 4.5498
N 4.5783 -0.7244 4.2209
C 4.3177 -0.7602 2.7719
B 2.7197 -1.0230 2.4047
N 2.0689 0.3446 2.0532
C 0.9990 0.3369 1.0163
C 1.6952 1.0935 3.1761
C 0.4211 0.7712 3.9175
O 2.3840 2.0187 3.5775
O 2.6686 -1.9889 1.2227
C 2.1819 -3.1664 1.6354
O 3.3433 -3.8935 2.2758
C 3.1308 -5.1382 2.5082
N 2.9381 -6.2533 2.7260
C 1.2547 -2.6782 2.7611
O 0.6465 -3.7478 3.5590
C -0.5491 -3.4809 3.9766
N -1.6185 -3.2824 4.3510
O 2.0394 -1.8396 3.4795
H 6.6083 -0.6404 3.7045
H 6.3086 -0.3477 5.4038
H 6.2029 -2.0043 4.7219
H 4.0740 -1.4950 4.6403
H 4.6024 0.2057 2.3628
H 4.9097 -1.5501 2.2892
H 0.6409 -0.6493 0.7443
H 0.1374 0.8940 1.3624
H 1.3650 0.8791 0.1476
H 0.2620 1.5106 4.6937
H 0.5171 -0.2075 4.3802
H -0.4438 0.7184 3.2641
H 1.7308 -3.7681 0.8508
H 0.4380 -2.1481 2.2704
C -1.6218 -3.1615 0.1825
O -1.0693 -2.3437 0.8989
N -2.7930 -3.7702 0.5530
N -1.1248 -3.5348 -1.0307
H -3.2696 -4.4407 -0.0196
H -3.1683 -3.5261 1.4510
H -0.2660 -3.1010 -1.3405
H -1.5729 -4.2118 -1.6226
C 2.0930 -1.1338 -2.4143
O 1.1013 -1.8381 -2.2251
N 3.1441 -1.1426 -1.5703
N 2.1898 -0.3133 -3.5061
H 3.9864 -0.6196 -1.7132
H 3.0521 -1.7134 -0.7411
H 1.4216 -0.3064 -4.1475
H 2.9847 0.2685 -3.6850
C -3.1415 -2.9551 -4.0425
O -3.5872 -3.9343 -3.4620
N -3.1062 -2.8568 -5.4048
N -2.6448 -1.8710 -3.3761
H -2.7447 -2.0622 -5.8962
H -3.4710 -3.6264 -5.9331
H -2.6499 -1.9075 -2.3719
H -2.2645 -1.0625 -3.8295
C -5.9545 -0.4754 -6.2200
O -5.6939 -1.3902 -6.9865
N -7.0080 0.3745 -6.4111
N -5.2206 -0.2169 -5.0967
H -7.2258 1.1202 -5.7722
H -7.5829 0.2236 -7.2170
H -4.4381 -0.8144 -4.9091
H -5.4299 0.5349 -4.4620
C 4.2547 4.9446 1.7766
O 4.2894 4.2247 0.7897
N 4.5116 6.2941 1.6851
N 3.9259 4.5128 3.0223
H 4.4559 6.9212 2.4663
H 4.7395 6.6551 0.7794
H 3.6956 3.5341 3.1558
H 3.8935 5.1296 3.8116
C -1.4265 3.8919 0.3372
O -0.9619 2.7829 0.4732
N -2.5425 4.3183 1.0201
N -0.8691 4.8249 -0.5059
H -2.9440 5.2299 0.9173
H -2.9664 3.6626 1.6495
H -0.0473 4.5460 -1.0103
H -1.2364 5.7472 -0.6408
C 1.1507 7.1622 2.8966
O 2.1694 7.7039 3.3021
N 1.1486 6.1251 2.0196
N -0.0921 7.5727 3.3183
H 0.3139 5.6722 1.6972
H 2.0336 5.7763 1.6977
H -0.1272 8.3306 3.9718
H -0.9450 7.1430 3.0181
C 3.3044 -5.3333 -2.9510
O 3.3613 -4.9305 -4.1005
N 2.4191 -4.8467 -2.0344
N 4.1375 -6.3193 -2.4829
H 2.3742 -5.1778 -1.0893
H 1.7958 -4.1091 -2.3225
H 4.8038 -6.6985 -3.1268
H 4.1135 -6.6635 -1.5418
C -7.7946 1.4161 -2.3974
O -7.2794 1.7411 -3.4575
N -7.9744 0.1101 -2.0529
N -8.2200 2.3386 -1.4847
H -8.3859 -0.1839 -1.1882
H -7.6613 -0.5853 -2.7059
H -8.0929 3.3052 -1.7162
H -8.6400 2.0963 -0.6084
```

Here are the Mulliken charges for atoms 1 to 8, given in e: -0.921, -0.307, -1.082, 1.063, -0.108, -0.362, 0.444, -1.135



[3]
Molecular formula: C4H2O2
Method: DFT, the ωB97M-V functional and the def2-TZVPD basis

Its total energy is -8271.9515 eV. As for the energy above the lowest of the compared OMol25 structures with the same formula, charge and spin: 55.7 kJ/mol.

XYZ file:
```
8
C4H2O2, DFT the ωB97M-V functional and the def2-TZVPD basis
O -0.9501 1.0204 -1.3424
C 0.0904 0.5886 -0.9176
C -0.3466 -0.0157 1.5189
O -0.6994 0.7196 2.3434
C 0.0330 -1.0309 0.7339
C 0.3054 -0.8563 -0.5621
H 0.9245 1.2351 -0.5709
H 0.6157 -1.6261 -1.2703
```

Mulliken atomic charges, in units of e: -0.424, -0.046, 0.946, -0.321, -0.764, -0.111, 0.359, 0.360